8 unconnected molecules or ions with the total composition C34H91N7O10. Source: the Open Molecules 2025 dataset; level of theory: ωB97M-V with the def2-TZVPD basis set.

Atoms and positions in Å:
C -3.80 -0.32 -0.83
O -4.03 -0.72 0.50
C -3.15 -1.70 1.04
C -3.04 -3.01 0.26
C -4.43 -3.56 0.01
N -2.37 -3.92 1.19
H -3.25 -1.02 -1.46
H -3.24 0.63 -0.76
H -4.74 -0.04 -1.30
H -2.15 -1.27 1.20
H -3.56 -1.86 2.03
H -2.48 -2.87 -0.66
H -5.06 -2.81 -0.47
H -4.95 -4.01 0.85
H -4.49 -4.40 -0.70
H -2.45 -4.90 0.96
H -1.38 -3.74 1.33
C 1.70 -4.91 -3.90
O 1.64 -5.56 -2.63
C 2.69 -6.49 -2.44
C 2.24 -7.58 -1.47
C 1.86 -7.09 -0.09
N 3.09 -8.79 -1.42
H 2.03 -5.63 -4.65
H 2.45 -4.10 -3.96
H 0.71 -4.46 -3.96
H 2.90 -7.00 -3.40
H 3.65 -6.00 -2.23
H 1.29 -7.86 -1.94
H 1.21 -6.22 -0.11
H 2.77 -6.84 0.48
H 1.42 -7.86 0.56
H 4.01 -8.49 -1.74
H 2.77 -9.40 -2.17
C 0.65 1.53 -0.59
O 1.23 0.26 -0.37
C 1.32 -0.53 -1.54
C 1.96 -1.87 -1.22
C 1.47 -2.45 0.14
N 3.45 -1.80 -1.19
H 1.17 1.97 -1.45
H 0.90 2.17 0.26
H -0.42 1.47 -0.81
H 0.30 -0.82 -1.84
H 1.78 0.04 -2.36
H 1.77 -2.50 -2.09
H 0.39 -2.63 0.02
H 1.57 -1.68 0.90
H 1.96 -3.38 0.37
H 3.78 -2.59 -0.64
H 3.59 -0.99 -0.58
C -3.19 9.21 -1.38
O -3.40 7.79 -1.42
C -2.24 7.06 -1.16
C -2.43 5.59 -1.38
C -1.23 4.78 -0.93
N -2.61 5.39 -2.84
H -4.16 9.63 -1.11
H -2.95 9.48 -2.41
H -2.41 9.47 -0.67
H -1.38 7.41 -1.76
H -1.89 7.21 -0.12
H -3.36 5.33 -0.83
H -1.25 4.83 0.16
H -0.34 5.09 -1.47
H -1.39 3.75 -1.25
H -3.03 4.48 -2.99
H -3.26 6.09 -3.18
C 4.18 0.61 1.81
O 5.44 0.12 2.23
C 5.81 -1.13 1.75
C 5.02 -2.34 2.31
C 5.59 -2.81 3.62
N 5.09 -3.44 1.32
H 4.32 1.26 0.95
H 3.69 1.13 2.63
H 3.49 -0.19 1.52
H 5.86 -1.19 0.65
H 6.85 -1.27 2.06
H 3.99 -2.02 2.49
H 6.68 -2.93 3.72
H 5.25 -3.78 3.99
H 5.40 -2.07 4.41
H 6.07 -3.59 1.11
H 4.75 -4.26 1.80
C -1.70 2.24 2.10
O -2.45 2.16 3.29
C -3.20 0.96 3.41
C -3.87 0.92 4.78
N -4.76 2.04 4.95
C -5.31 2.16 6.30
C -6.28 3.32 6.34
O -5.64 4.58 6.27
C -5.14 5.01 7.52
H -2.19 2.01 1.15
H -0.81 1.60 2.18
H -1.33 3.26 2.04
H -2.51 0.12 3.30
H -4.00 0.94 2.67
H -3.05 0.92 5.52
H -4.32 -0.08 4.81
H -4.25 2.89 4.73
H -4.50 2.39 7.01
H -5.80 1.21 6.54
H -6.97 3.26 7.19
H -6.90 3.27 5.44
H -4.47 4.27 7.97
H -5.97 5.15 8.23
H -4.68 5.99 7.41
C -1.78 1.32 -3.33
O -0.72 2.07 -3.92
C -0.98 2.59 -5.21
C 0.00 3.66 -5.62
N 1.34 3.14 -5.85
C 1.96 2.34 -4.80
C 3.41 2.12 -5.15
O 4.10 3.36 -5.34
C 4.80 3.41 -6.58
H -2.57 1.99 -2.99
H -1.15 0.83 -2.59
H -2.11 0.47 -3.94
H -1.97 3.08 -5.21
H -0.90 1.79 -5.95
H 0.01 4.42 -4.83
H -0.36 4.17 -6.52
H 2.05 3.82 -6.09
H 1.52 1.34 -4.80
H 1.82 2.72 -3.78
H 3.52 1.50 -6.04
H 3.96 1.53 -4.41
H 5.36 4.35 -6.61
H 4.06 3.53 -7.37
H 5.45 2.55 -6.73
C 1.66 -5.14 3.04
C 2.10 -4.09 4.07
O 0.99 -3.83 4.92
H 1.00 -5.82 3.58
H 2.54 -5.63 2.61
H 1.07 -4.68 2.25
H 2.42 -3.22 3.49
H 2.89 -4.47 4.71
H 0.91 -2.89 5.10

The SMILES is COC[C@H](C)N.COC[C@H](C)N.COC[C@H](C)N.COC[C@H](C)N.COC[C@H](C)N.COCCNCCOC.COCCNCCOC.CCO. The value obtained for the energy relative to the best compared isomer or geometry (same formula, charge and spin) is 36.7 kcal per mole. The molar mass comes out at 758.1 g/mol. For the HOMO energy, the calculation gives -0.311 Ha. Its LUMO energy is 0.47 eV. The frontier orbital gap comes out at 8.93 eV. As for the net charge: 0.